{
  "formula": "C24H45BrF6N3O13P4S2",
  "method": "ωB97M-V/def2-TZVPD",
  "elements": ["Br", "S", "S", "P", "P", "P", "P", "F", "F", "F", "F", "F", "F", "O", "O", "O", "O", "O", "O", "O", "O", "O", "O", "O", "O", "O", "N", "N", "N", "C", "C", "C", "C", "C", "C", "C", "C", "C", "C", "C", "C", "C", "C", "C", "C", "C", "C", "C", "C", "C", "C", "C", "C", "H", "H", "H", "H", "H", "H", "H", "H", "H", "H", "H", "H", "H", "H", "H", "H", "H", "H", "H", "H", "H", "H", "H", "H", "H", "H", "H", "H", "H", "H", "H", "H", "H", "H", "H", "H", "H", "H", "H", "H", "H", "H", "H", "H", "H"],
  "xyz": [[-2.442, 2.221, -1.939], [2.651, 0.473, 0.954], [1.598, 3.661, 1.059], [-2.474, 0.033, -2.420], [-2.988, -0.534, 1.092], [-1.527, -2.641, -1.886], [0.923, 2.399, -0.303], [-3.637, 1.870, 4.887], [-2.061, 4.398, 3.978], [-1.587, 1.425, 5.589], [-2.557, 3.301, 6.125], [4.230, -0.622, -1.400], [-0.461, 2.932, 3.936], [-3.642, 0.782, 0.481], [-0.067, -0.536, -1.887], [2.265, 5.407, -2.493], [-2.835, -3.217, -1.627], [-3.942, -0.384, -1.950], [1.684, -0.139, 3.906], [-1.395, -2.435, -3.466], [2.626, 4.623, -4.538], [1.152, -0.863, -4.358], [-0.281, -3.568, -1.542], [-3.910, -1.694, 0.536], [-1.201, -2.280, 0.620], [1.058, 3.672, -3.239], [-0.019, -0.146, 1.082], [-3.157, -0.526, 2.655], [0.658, -1.027, 1.985], [-1.576, -3.055, 1.754], [2.220, -0.168, -3.700], [1.973, -1.661, -1.324], [3.364, 5.867, -4.456], [1.392, -2.235, 1.687], [-0.404, 1.005, 1.986], [3.472, 6.040, -2.957], [-1.238, -0.906, -1.201], [-1.807, 3.069, 3.864], [-0.237, -1.446, 4.391], [1.030, 0.432, 0.059], [1.906, 4.495, -3.411], [-1.290, 2.193, 1.548], [-1.588, -5.467, 0.866], [-2.392, -4.297, 1.430], [-2.377, 2.568, 2.552], [0.742, -0.790, 3.456], [3.495, -1.770, -1.194], [1.840, 0.541, -2.410], [-2.422, 2.386, 5.137], [1.221, -0.331, -1.286], [4.682, 5.771, -5.181], [-2.015, -6.788, 1.505], [-1.271, -0.901, 0.394], [-3.151, 1.831, 2.670], [1.371, -1.791, -4.350], [-1.630, -6.828, 2.516], [2.743, 6.649, -4.896], [-0.326, 2.768, -0.798], [1.112, 1.280, -2.709], [-2.857, 3.426, 2.099], [1.783, 2.762, -1.319], [3.778, -2.182, -0.236], [2.369, -2.123, 1.243], [5.307, 6.635, -4.957], [-4.729, -1.647, 1.040], [3.843, -2.498, -1.917], [-1.745, -5.537, -0.203], [-0.707, 3.103, 1.503], [-3.094, -6.801, 1.580], [2.546, 0.611, -4.378], [1.594, -2.767, 2.609], [1.575, -2.418, -0.669], [-2.069, -2.594, 2.596], [-4.507, 0.894, 0.887], [-1.089, -0.803, 4.575], [0.254, -1.642, 5.329], [-0.915, 0.670, 2.875], [4.329, 5.515, -2.529], [-3.261, -4.071, 0.828], [2.747, 1.017, -2.077], [3.385, 1.041, -0.007], [3.498, 7.080, -2.646], [4.526, 5.729, -6.257], [-1.664, -7.632, 0.933], [0.902, -2.996, 1.094], [-0.583, -2.389, 3.996], [-1.692, 2.091, 0.549], [-0.780, -1.714, -3.700], [0.510, 1.447, 2.359], [-0.692, -3.479, 2.223], [-0.112, -4.145, -2.293], [-2.275, -0.706, 3.118], [-0.526, -5.309, 1.015], [-2.766, -4.639, 2.391], [-4.350, -0.890, -2.658], [5.213, 4.863, -4.896], [1.688, -2.122, -2.256], [3.072, -0.830, -3.620]],
  "gap_ev": 8.2,
  "energy_ev": -201870.2665,
  "homo_energy_ev": -10.84,
  "charge": 1,
  "spin_multiplicity": 1
}